(1)
ORCA calculation (the ωB97M-V functional and the def2-TZVPD basis) on a molecular structure, C4H6CaF3N5O17 at a distorted geometry.

XYZ file:
```
36
Properties=species:S:1:pos:R:3:lowdin_charge:R:1
Ca -0.91 1.62 0.78 1.789
F 3.31 0.97 -4.31 0.126
F 4.60 -0.54 -3.64 0.128
F 3.34 -1.01 -5.28 0.119
O 1.07 6.84 2.09 -0.143
O 0.52 -3.66 3.77 -0.063
O -3.25 2.24 -2.12 -0.090
O 1.82 -0.20 -2.01 -0.304
O -0.41 5.75 1.04 -0.107
O 2.08 1.72 3.98 -0.039
O -6.10 0.80 3.30 -0.078
O -0.97 7.67 1.90 -0.079
O 2.13 1.53 6.05 -0.089
O -0.66 -2.11 2.91 -0.080
O -1.10 -4.02 2.49 -0.081
O -4.63 0.99 4.89 -0.101
O -4.08 0.88 -3.53 -0.035
O -3.13 0.18 -1.84 -0.065
O 2.33 -2.18 -2.75 -0.128
O 0.63 2.66 5.06 -0.084
O -4.29 1.89 3.02 -0.102
N -5.04 1.23 3.72 -0.692
N 1.63 1.95 5.02 -0.762
N -0.16 6.76 1.69 -0.651
N -0.36 -3.27 3.04 -0.758
N -3.48 1.10 -2.52 -0.737
C 3.38 -0.35 -4.14 -0.604
C 1.15 -3.02 -2.54 -0.278
C 2.16 -0.87 -3.22 -0.456
C 1.46 -4.32 -1.98 -0.125
H 0.75 -3.25 -3.53 0.104
H 1.32 -1.05 -3.89 0.116
H 0.63 -5.02 -1.99 0.073
H 2.21 -4.86 -2.57 0.065
H 1.77 -4.34 -0.94 0.084
H 0.29 -2.69 -1.95 0.125
```

As for the charge: -4. For the LUMO energy, the calculation gives 5.781 eV. As for the HOMO energy: 0.99 eV. Its molar mass is 493.182 g mol⁻¹. As for the total energy: -2685.2548 Ha.


(2)
ORCA calculation (the ωB97M-V functional and the def2-TZVPD basis) on a gas-phase ion, C4H6Cl2N3O (charge +1) at a distorted geometry.

XYZ file:
```
16
Properties=species:S:1:pos:R:3:lowdin_charge:R:1
Cl 2.54 0.57 -2.97 0.726
Cl -0.27 0.77 -4.10 0.699
O -0.13 -1.48 -0.01 0.045
N 0.33 -0.36 -1.88 0.081
N 0.11 0.81 0.05 0.170
N 0.61 2.01 -1.96 0.055
C 0.39 1.88 -0.64 -0.090
C 0.05 -0.34 -0.59 -0.405
C -0.21 -1.52 1.45 0.009
C 0.80 0.72 -2.66 -1.152
H -0.62 -0.51 1.75 0.104
H -0.85 -2.39 1.77 0.122
H 0.51 2.90 -0.02 0.203
H 0.50 2.88 -2.35 0.119
H 0.80 -1.67 1.96 0.127
H 0.25 -1.30 -2.28 0.186
```

As for the charge: +1. The value obtained for the relative energy (zero: lowest compared OMol25 entry of this formula, charge and spin) is 0.0 kcal per mole. As for the SMILES: COC1=[NH+]C(Cl)(Cl)NC=N1. For the LUMO energy, the calculation gives -4.626 eV. As for the HOMO energy: -15.00 eV. Its molar mass is 183.018 g mol⁻¹. As for the total energy: -1315.6415 Ha.


(3)
ORCA calculation (the ωB97M-V functional and the def2-TZVPD basis) on 2 unconnected molecules or ions with the total composition C4H6Cl2O at a distorted geometry.

XYZ file:
```
13
Properties=species:S:1:pos:R:3:lowdin_charge:R:1
Cl 3.39 1.38 0.29 0.495
Cl 3.15 -1.70 0.53 0.614
O 0.49 -0.88 -0.10 -0.044
C 2.95 0.39 -1.13 -0.700
C -1.63 -0.08 0.59 -0.032
C -0.17 0.08 0.23 -0.245
C 2.52 -1.03 -0.87 -0.575
H 0.36 0.97 0.27 0.085
H -2.21 0.65 -0.07 0.110
H 2.40 0.82 -1.88 0.033
H 3.86 -0.07 -1.63 0.092
H -1.96 0.30 1.51 0.047
H -1.82 -1.22 0.55 0.120
```

As for the charge: 0. The value obtained for the relative energy (zero: lowest compared OMol25 entry of this formula, charge and spin) is 95.9 kcal per mole. For the LUMO energy, the calculation gives 0.583 eV. As for the HOMO energy: -8.19 eV. Its molar mass is 140.997 g mol⁻¹. As for the total energy: -1151.4761 Ha.


(4)
ORCA calculation (the ωB97M-V functional and the def2-TZVPD basis) on 2 unconnected molecules or ions with the total composition C4H6Cl2O at a distorted geometry.

XYZ file:
```
13
Properties=species:S:1:pos:R:3:lowdin_charge:R:1
Cl 0.55 -1.50 -2.31 0.661
Cl 0.39 1.95 -0.69 0.657
O -0.60 -0.98 1.51 0.005
C 1.86 -0.79 -0.06 -0.011
C -1.15 1.39 -0.50 -0.544
C -0.50 -1.07 0.14 -0.287
C 0.63 -1.03 -0.63 -0.844
H -1.84 1.42 -1.36 0.027
H 0.35 -0.85 1.71 0.082
H -1.73 1.29 0.40 0.017
H 1.75 -0.61 1.00 0.054
H 2.72 -0.67 -0.66 0.048
H -1.45 -1.53 -0.22 0.135
```

As for the charge: 0. The value obtained for the relative energy (zero: lowest compared OMol25 entry of this formula, charge and spin) is 91.3 kcal per mole. For the LUMO energy (spin up / spin down), the calculation gives -0.251 / 0.103 eV. As for the HOMO energy (spin up / spin down): -8.17 / -7.75 eV. Its molar mass is 140.997 g mol⁻¹. As for the total energy: -1151.4833 Ha.


(5)
ORCA calculation (the ωB97M-V functional and the def2-TZVPD basis) on 2 unconnected molecules or ions with the total composition C4H6Cl2O at a distorted geometry.

XYZ file:
```
13
Properties=species:S:1:pos:R:3:lowdin_charge:R:1
Cl -2.59 1.53 -0.64 0.653
Cl -3.03 -0.80 0.99 0.637
O -1.62 -0.80 -1.23 0.025
C 0.61 0.33 0.03 -0.235
C -2.14 -0.16 -0.40 -1.287
C 1.47 1.28 -0.33 -0.012
C 0.96 -1.14 0.58 -0.051
H 1.08 2.24 -0.67 0.054
H 2.54 1.04 -0.55 0.076
H -0.41 0.57 0.22 -0.009
H 0.05 -1.47 0.90 0.004
H 1.51 -1.38 -0.34 0.083
H 1.59 -1.24 1.45 0.063
```

As for the charge: 0. The value obtained for the relative energy (zero: lowest compared OMol25 entry of this formula, charge and spin) is 45.4 kcal per mole. As for the SMILES: O=C(Cl)Cl.C=CC. For the LUMO energy, the calculation gives -0.271 eV. As for the HOMO energy: -9.75 eV. Its molar mass is 140.997 g mol⁻¹. As for the total energy: -1151.5565 Ha.


(6)
ORCA calculation (the ωB97M-V functional and the def2-TZVPD basis) on a single C4H6Cl2O2 molecule at a distorted geometry.

XYZ file:
```
14
Properties=species:S:1:pos:R:3:lowdin_charge:R:1
Cl -1.02 -2.30 0.75 0.592
Cl -2.79 -0.87 -1.07 0.604
O -0.12 0.31 -1.13 -0.073
O 0.32 0.35 1.09 -0.122
C -1.78 -0.70 0.36 -0.994
C 1.53 0.07 0.46 -0.154
C 1.20 0.56 -0.94 -0.205
C -0.72 0.44 0.15 -0.428
H -1.19 1.48 0.30 0.178
H 1.95 -0.04 -1.64 0.178
H -2.51 -0.25 1.22 0.130
H 1.38 1.50 -1.11 0.065
H 1.37 -1.00 0.51 0.092
H 2.37 0.44 1.04 0.137
```

As for the charge: 0. The value obtained for the relative energy (zero: lowest compared OMol25 entry of this formula, charge and spin) is 27.5 kcal per mole. As for the SMILES: ClC(Cl)C1OCCO1. For the LUMO energy, the calculation gives 0.799 eV. As for the HOMO energy: -9.95 eV. Its molar mass is 156.996 g mol⁻¹. As for the total energy: -1226.8026 Ha.


(7)
ORCA calculation (the ωB97M-V functional and the def2-TZVPD basis) on a gas-phase ion, C4H6Cl2O2P (charge +1) at a distorted geometry.

XYZ file:
```
15
Properties=species:S:1:pos:R:3:lowdin_charge:R:1
Cl 3.50 -1.34 -1.20 0.526
Cl 3.82 0.71 1.19 0.530
P 2.60 -0.04 -0.11 0.029
O 1.61 -0.79 0.75 -0.259
O -0.11 -0.31 -0.56 0.119
C -0.47 -1.62 1.40 -0.044
C 1.77 1.48 -1.40 -0.047
C 0.22 -0.89 0.42 -0.471
C -1.79 -1.74 1.19 0.152
H -2.23 -1.22 0.24 0.142
H 1.21 2.04 -0.64 0.043
H 0.97 1.24 -2.21 0.100
H 2.65 1.94 -1.75 0.013
H -2.48 -2.18 1.76 0.039
H -0.14 -2.14 2.28 0.127
```

As for the charge: +1. The value obtained for the relative energy (zero: lowest compared OMol25 entry of this formula, charge and spin) is 16.8 kcal per mole. For the LUMO energy, the calculation gives -4.134 eV. As for the HOMO energy: -14.87 eV. Its molar mass is 187.970 g mol⁻¹. As for the total energy: -1567.9715 Ha.


(8)
ORCA calculation (the ωB97M-V functional and the def2-TZVPD basis) on a single C4H6Cl3N3 molecule at a distorted geometry.

XYZ file:
```
16
Properties=species:S:1:pos:R:3:lowdin_charge:R:1
Cl 0.26 0.59 -2.90 0.632
Cl 1.45 -0.40 2.08 0.833
Cl -3.38 1.57 2.14 0.210
N -2.13 1.05 -0.32 0.212
N -1.95 0.92 0.81 -0.423
N 0.47 0.87 -1.23 -0.478
C 0.20 -0.12 1.02 -0.615
C -0.96 0.32 1.55 -0.188
C 1.65 -1.28 -0.85 -0.086
C 0.44 -0.41 -0.42 -0.471
H -0.24 1.47 -0.80 0.023
H 1.28 -2.34 -0.87 0.100
H 2.57 -1.28 -0.24 0.053
H -1.19 0.61 2.55 0.058
H -0.42 -0.85 -0.72 0.080
H 1.97 -0.72 -1.79 0.059
```

As for the charge: 0. The value obtained for the relative energy (zero: lowest compared OMol25 entry of this formula, charge and spin) is 27.5 kcal per mole. For the LUMO energy, the calculation gives -1.364 eV. As for the HOMO energy: -9.55 eV. Its molar mass is 202.472 g mol⁻¹. As for the total energy: -1700.6852 Ha.


(9)
ORCA calculation (the ωB97M-V functional and the def2-TZVPD basis) on a single C4H6ClF molecule at a distorted geometry.

XYZ file:
```
12
Properties=species:S:1:pos:R:3:lowdin_charge:R:1
Cl -2.93 -0.75 -0.53 0.468
F 2.17 -1.42 -0.73 -0.158
C 0.90 0.85 -0.49 -0.088
C 1.36 -0.51 0.23 -0.083
C -0.44 0.90 -0.52 -0.107
C -1.41 -0.23 0.37 -0.504
H 0.52 -1.19 0.55 0.083
H -1.08 1.87 -0.74 0.127
H 1.82 -0.32 1.12 0.066
H -0.78 -1.00 0.68 -0.016
H -1.87 0.37 1.18 0.060
H 1.74 1.41 -1.12 0.150
```

As for the charge: 0. The value obtained for the relative energy (zero: lowest compared OMol25 entry of this formula, charge and spin) is 68.9 kcal per mole. As for the SMILES: FC/C=C\CCl. For the LUMO energy, the calculation gives 0.882 eV. As for the HOMO energy: -10.57 eV. Its molar mass is 108.543 g mol⁻¹. As for the total energy: -715.9412 Ha.


(10)
ORCA calculation (the ωB97M-V functional and the def2-TZVPD basis) on a molecular structure, C4H6ClFInO3 at a distorted geometry.

XYZ file:
```
16
Properties=species:S:1:pos:R:3:lowdin_charge:R:1
In 0.11 1.19 -0.49 0.614
Cl -0.97 2.97 0.90 -0.169
F 0.94 2.11 -2.19 -0.560
O 3.46 -1.61 -0.13 -0.161
O -2.14 -2.32 0.26 -0.073
O -2.26 -0.28 1.58 -0.061
C -1.62 -0.21 -1.12 -0.199
C 3.01 -0.34 -0.01 -0.220
C -2.04 -0.99 0.30 -0.386
C 1.54 -0.11 0.69 -0.251
H 3.70 0.57 -0.36 0.125
H 1.08 -1.19 0.89 0.073
H -1.14 -1.02 -1.84 0.067
H -2.85 0.51 1.37 0.099
H -2.52 0.37 -1.60 0.051
H 1.71 0.37 1.75 0.051
```

As for the charge: -1. For the LUMO energy, the calculation gives 2.892 eV. As for the HOMO energy: -5.84 eV. Its molar mass is 271.358 g mol⁻¹. As for the total energy: -1131.9597 Ha.


(11)
ORCA calculation (the ωB97M-V functional and the def2-TZVPD basis) on a single C4H6ClFS molecule at a distorted geometry.

XYZ file:
```
13
Properties=species:S:1:pos:R:3:lowdin_charge:R:1
Cl 2.79 -0.49 -0.30 0.645
S 0.67 2.47 -0.44 0.702
F -1.80 0.24 -0.29 -0.097
C 0.70 1.06 0.71 -0.582
C 0.18 -1.15 -0.39 -0.126
C -1.29 -1.08 -0.20 -0.174
C 1.08 -0.26 0.03 -0.714
H -0.49 2.13 -1.04 -0.142
H -1.66 -1.50 0.81 0.144
H 1.42 1.26 1.51 0.068
H 0.54 -2.06 -0.78 0.091
H -0.25 1.05 1.27 0.076
H -1.89 -1.67 -0.88 0.109
```

As for the charge: 0. The value obtained for the relative energy (zero: lowest compared OMol25 entry of this formula, charge and spin) is 16.1 kcal per mole. As for the SMILES: FC/C=C(/Cl)CS. For the LUMO energy, the calculation gives 0.757 eV. As for the HOMO energy: -9.14 eV. Its molar mass is 140.610 g mol⁻¹. As for the total energy: -1114.2217 Ha.


(12)
ORCA calculation (the ωB97M-V functional and the def2-TZVPD basis) on 2 unconnected molecules or ions with the total composition C4H6ClI at a distorted geometry.

XYZ file:
```
12
Properties=species:S:1:pos:R:3:lowdin_charge:R:1
I -3.34 0.72 0.00 0.884
Cl 2.90 2.11 -0.01 0.483
C 0.25 1.82 -0.28 -0.090
C -0.91 -1.10 -0.89 -0.129
C -1.59 -0.02 -0.52 -0.796
C 1.41 1.03 0.11 -0.627
H 0.20 -0.90 -1.02 0.032
H 1.54 0.12 -0.67 0.100
H -0.43 2.14 0.45 0.020
H -1.20 -2.08 -1.09 0.029
H 0.26 2.22 -1.23 0.040
H 1.36 0.72 1.12 0.054
```

As for the charge: 0. The value obtained for the relative energy (zero: lowest compared OMol25 entry of this formula, charge and spin) is 83.6 kcal per mole. For the LUMO energy (spin up / spin down), the calculation gives -0.202 / -0.413 eV. As for the HOMO energy (spin up / spin down): -8.33 / -8.45 eV. Its molar mass is 216.449 g mol⁻¹. As for the total energy: -913.7149 Ha.